{"formula": "C20H41N2P3ReS", "method": "ωB97M-V with the def2-TZVPD basis set", "e_above_lowest_kj_mol": 159.8, "homo_lumo_gap_ev": [5.9, 5.6], "charge": 4, "multiplicity": 4, "elements": ["Re", "P", "P", "P", "H", "C", "C", "H", "C", "C", "C", "C", "C", "C", "C", "C", "C", "H", "H", "H", "H", "H", "H", "H", "H", "H", "H", "H", "H", "H", "H", "H", "H", "H", "H", "H", "H", "H", "H", "H", "H", "H", "H", "H", "H", "H", "C", "C", "C", "C", "C", "C", "S", "H", "H", "H", "H", "H", "H", "N", "C", "C", "C", "N", "H", "H", "H", "H"], "coordinates": [[-0.4360, 0.3889, 0.9969], [1.9155, 0.2176, 1.1972], [0.2398, 1.7654, -1.1082], [-0.6310, -1.6183, 2.1421], [-3.4322, -0.7190, -1.0003], [-2.4947, -0.9238, -0.4715], [-2.3992, 0.0161, 0.6853], [-2.9058, 0.9522, 0.4164], [2.8793, -1.0748, 0.3073], [3.0774, 1.6162, 0.8808], [2.4255, -0.0148, 2.9470], [-1.0309, 2.3320, -2.3258], [0.9919, 3.4293, -0.7493], [1.4948, 1.1046, -2.3238], [-2.1053, -2.7139, 2.0853], [-0.7643, -1.0113, 3.8630], [0.6079, -2.9453, 2.0828], [-2.4452, -1.9886, -0.2849], [-3.0071, -0.3721, 1.5179], [3.9287, -0.9938, 0.6252], [2.8179, -0.9176, -0.7757], [2.5130, -2.0796, 0.5318], [4.0058, 1.3949, 1.4262], [2.6740, 2.5613, 1.2595], [3.3254, 1.7273, -0.1789], [3.5228, 0.0414, 2.9624], [2.1136, -0.9763, 3.3629], [2.0224, 0.7953, 3.5688], [-0.8586, 3.3871, -2.5555], [-2.0406, 2.2610, -1.9186], [-0.9912, 1.7909, -3.2763], [2.0591, 3.4359, -1.0200], [0.8705, 3.6752, 0.3149], [0.4600, 4.1833, -1.3485], [1.4232, 1.7019, -3.2472], [1.2894, 0.0547, -2.5767], [2.5194, 1.1782, -1.9367], [-2.0787, -3.2868, 3.0188], [-2.0282, -3.4047, 1.2385], [-3.0515, -2.1715, 1.9905], [-1.0273, -1.8954, 4.4554], [-1.5646, -0.2616, 3.9499], [0.1711, -0.5719, 4.2271], [0.1986, -3.7842, 2.6604], [1.5690, -2.6524, 2.5007], [0.7360, -3.2624, 1.0446], [-0.9346, -1.9519, -3.3777], [-0.1092, -3.0723, -3.1654], [0.5520, -3.5738, -4.2760], [0.3348, -2.9482, -5.5179], [-0.4534, -1.8110, -5.6763], [-1.0709, -1.2689, -4.5684], [-1.2622, -0.8002, -1.9592], [-0.6022, -1.8943, -1.5163], [0.1110, -3.5013, -2.1867], [1.1734, -4.4633, -4.1831], [0.8319, -3.3499, -6.3858], [-0.5874, -1.2689, -6.6210], [-1.6222, -0.3338, -4.4838], [-2.2029, 2.8378, 1.7062], [-2.2185, 3.9635, 2.4887], [-1.0339, 3.9201, 3.2269], [-0.3415, 2.7684, 2.8473], [-1.0995, 2.0471, 1.9582], [-2.8847, 2.6742, 0.9921], [-3.0677, 4.6238, 2.4541], [-0.7098, 4.6232, 3.9700], [0.6380, 2.4091, 3.1123]], "forces_ev_per_angstrom": [[0.0, 4.1, -2.0], [4.4, -0.9, 0.5], [1.2, 1.7, -1.6], [-0.7, -3.2, 2.1], [-0.1, -0.4, 0.2], [-2.2, -1.2, -2.5], [-1.2, -0.2, -0.2], [0.2, -0.1, -0.1], [-0.4, -0.2, 0.0], [-0.4, 0.7, -0.2], [-0.2, -0.2, 0.2], [-0.8, -0.2, 0.2], [-0.1, -0.1, 0.6], [-0.1, -0.6, 0.5], [-0.2, 0.3, -0.6], [0.2, 0.4, 0.1], [0.2, 0.1, 0.1], [-0.2, 0.0, 0.4], [0.1, 0.0, -0.4], [-0.3, 0.0, -0.1], [0.1, 0.0, 0.2], [0.2, 0.2, -0.1], [-0.3, -0.1, -0.2], [0.2, -0.1, -0.1], [-0.1, 0.0, 0.3], [-0.3, -0.1, 0.1], [0.1, 0.3, 0.0], [0.2, -0.2, 0.0], [0.1, -0.2, 0.1], [-0.1, 0.0, -0.1], [0.1, -0.1, 0.3], [-0.5, 0.0, 0.2], [0.2, 0.1, -0.3], [0.3, -0.3, 0.3], [-0.1, 0.0, 0.4], [0.1, 0.3, 0.0], [-0.4, 0.0, -0.1], [-0.1, 0.1, -0.2], [0.0, 0.0, 0.3], [0.2, -0.3, 0.3], [0.1, 0.2, 0.1], [0.1, -0.3, 0.0], [-0.3, -0.2, 0.0], [0.2, 0.2, -0.1], [0.0, -0.2, -0.1], [0.0, -0.1, 0.1], [0.1, -0.1, -0.3], [0.0, 0.3, 0.0], [-0.8, 0.3, -0.4], [0.2, -0.2, -0.2], [0.0, 0.4, -0.4], [-0.6, 0.1, 0.7], [1.2, -1.0, 1.5], [0.6, 0.9, 1.1], [-0.3, 0.0, -0.1], [0.0, 0.3, -0.1], [0.1, -0.1, -0.2], [0.3, -0.6, 0.2], [0.0, -0.2, -0.9], [0.3, 1.1, 1.3], [1.2, -2.2, -0.6], [0.3, -0.2, 0.0], [-1.4, 0.3, -0.3], [-0.2, 1.7, -0.5], [-0.2, -0.5, -0.2], [0.0, 0.3, 0.1], [0.1, 0.2, 0.1], [0.0, 0.0, 0.3]]}

---

{"formula": "C20H42AlFNO25S6", "method": "ωB97M-V with the def2-TZVPD basis set", "homo_lumo_gap_ev": 6.6, "charge": -1, "elements": ["C", "C", "C", "N", "Al", "C", "C", "C", "O", "C", "C", "F", "H", "H", "H", "H", "H", "H", "H", "H", "H", "H", "H", "H", "H", "H", "H", "H", "H", "H", "C", "C", "O", "S", "O", "O", "O", "H", "H", "H", "H", "C", "C", "O", "S", "O", "O", "O", "H", "H", "H", "H", "C", "C", "O", "S", "O", "O", "O", "H", "H", "H", "H", "C", "C", "O", "S", "O", "O", "O", "H", "H", "H", "H", "C", "C", "O", "S", "O", "O", "O", "H", "H", "H", "H", "C", "C", "O", "S", "O", "O", "O", "H", "H", "H", "H"], "coordinates": [[1.6751, 4.7477, 2.6509], [0.5875, 3.8823, 3.3005], [0.9804, 2.3881, 3.3404], [-0.0717, 1.5004, 2.8253], [0.3861, 0.3484, 1.4279], [-0.9533, -1.1526, 1.4247], [0.1287, 1.3023, -0.3713], [1.2843, 1.8746, -1.0468], [2.0584, 2.7414, -0.6526], [2.2343, -0.4931, 1.6507], [3.4735, 0.1868, 1.0987], [2.4606, -0.6124, 3.0779], [1.7264, 4.5366, 1.5789], [1.4846, 5.8171, 2.7803], [2.6581, 4.5152, 3.0728], [-0.3319, 3.9636, 2.7152], [0.4111, 4.2617, 4.3133], [1.9002, 2.2759, 2.7504], [1.2164, 2.1149, 4.3751], [-0.4044, 0.9072, 3.5775], [-1.9685, -0.7550, 1.4227], [-0.7764, -1.8021, 2.2906], [-0.7985, -1.7551, 0.5214], [-0.5643, 2.1164, -0.1187], [-0.3885, 0.6473, -1.0799], [1.4772, 1.4397, -2.0591], [2.2233, -1.5328, 1.2922], [4.3587, -0.4036, 1.3931], [3.6070, 1.2054, 1.4667], [3.4506, 0.1788, 0.0038], [-4.7365, -1.2009, 4.3922], [-5.5540, -2.4617, 4.1830], [-5.8172, -2.4643, 2.7723], [-4.5689, -1.8284, 1.9894], [-3.7538, -2.8805, 1.5021], [-5.0738, -0.8300, 1.1147], [-3.8765, -1.1559, 3.2456], [-5.3617, -0.3071, 4.4006], [-4.1183, -1.2308, 5.2847], [-6.5018, -2.4534, 4.7136], [-4.9873, -3.3582, 4.4404], [2.1666, 3.9766, -3.4906], [3.3564, 3.1329, -3.0877], [3.6630, 2.4001, -4.3016], [3.3688, 3.2990, -5.5751], [4.5718, 3.9042, -6.0285], [2.5591, 2.5446, -6.4732], [2.4862, 4.3973, -4.8442], [1.2427, 3.3970, -3.5072], [2.0441, 4.8603, -2.8735], [3.1324, 2.4339, -2.2925], [4.2188, 3.7419, -2.8166], [1.4951, -0.8471, -5.7192], [0.2698, -0.6019, -6.5781], [-0.8302, -0.7948, -5.6688], [-0.4111, -0.2625, -4.2212], [-0.8441, 1.0811, -4.0623], [-0.7255, -1.2569, -3.2612], [1.1623, -0.2319, -4.4688], [1.6777, -1.9129, -5.5723], [2.3868, -0.3657, -6.1119], [0.1735, -1.3055, -7.3998], [0.2429, 0.4221, -6.9534], [-1.0656, -4.4933, 0.0022], [-1.3480, -5.9705, 0.1668], [-0.3347, -6.6081, -0.6303], [1.0117, -5.7467, -0.5758], [1.8947, -6.2938, 0.3943], [1.4560, -5.5521, -1.9110], [0.3750, -4.4196, 0.0093], [-1.4286, -4.1153, -0.9545], [-1.4693, -3.8828, 0.8045], [-2.3245, -6.2626, -0.2082], [-1.2361, -6.2917, 1.2039], [-7.7000, -0.9607, -0.6270], [-8.1164, -0.7784, -2.0717], [-9.5344, -1.0257, -2.0535], [-10.1568, -0.5100, -0.6791], [-10.7120, 0.7864, -0.8473], [-10.9433, -1.5584, -0.1317], [-8.7868, -0.3700, 0.1145], [-7.6250, -2.0145, -0.3559], [-6.7757, -0.4534, -0.3748], [-7.6472, -1.4887, -2.7457], [-7.9386, 0.2396, -2.4206], [8.0492, 0.4079, 2.0734], [7.1834, 0.0480, 3.2642], [7.4020, 1.1363, 4.1793], [7.6236, 2.4953, 3.3719], [6.4149, 3.2305, 3.2989], [8.8143, 3.1009, 3.8562], [7.8955, 1.8273, 1.9472], [9.1026, 0.1870, 2.2560], [7.7224, -0.0669, 1.1525], [7.4894, -0.8799, 3.7388], [6.1261, -0.0022, 2.9997]], "forces_ev_per_angstrom": [[-0.1, -0.1, -0.1], [0.4, 0.2, -0.2], [-0.5, 0.1, 0.0], [0.5, -0.3, -0.1], [-0.4, -0.2, 0.2], [0.6, 0.2, -0.1], [0.0, 0.5, -0.7], [-0.1, -0.2, 0.2], [-0.5, 0.0, 0.2], [0.0, 0.4, -0.1], [0.3, -0.6, 0.1], [0.0, -0.1, 0.0], [0.1, 0.0, 0.1], [0.0, 0.0, 0.0], [0.0, 0.1, 0.0], [0.0, 0.0, 0.2], [-0.2, -0.1, -0.1], [0.0, 0.0, 0.1], [0.2, 0.0, -0.1], [-0.1, 0.2, 0.1], [-0.1, -0.1, 0.0], [-0.3, 0.0, 0.0], [-0.1, 0.1, 0.0], [0.1, -0.1, 0.4], [0.0, 0.0, 0.2], [0.2, -0.2, 0.0], [0.0, 0.1, 0.0], [0.0, 0.2, 0.0], [-0.1, 0.0, -0.1], [-0.1, 0.2, 0.1], [-0.2, 0.1, 0.1], [0.1, -0.1, 0.1], [-0.1, 0.2, 0.1], [0.0, -0.1, 0.0], [0.0, 0.0, -0.1], [0.0, -0.1, -0.1], [0.1, -0.1, 0.0], [0.0, 0.0, 0.0], [0.1, 0.0, -0.1], [-0.1, 0.0, -0.1], [0.0, 0.0, 0.0], [-0.1, -0.2, 0.1], [0.1, 0.0, 0.0], [-0.1, 0.0, -0.3], [-0.1, -0.2, 0.6], [-0.1, 0.1, -0.2], [0.1, -0.1, -0.1], [0.1, 0.0, 0.0], [0.0, 0.0, 0.0], [0.0, 0.1, -0.1], [0.2, 0.1, -0.2], [0.0, 0.0, 0.0], [0.1, -0.1, -0.2], [0.1, 0.2, -0.1], [0.1, -0.2, 0.0], [0.2, 0.2, 0.1], [-0.1, -0.1, 0.1], [-0.2, 0.0, -0.1], [0.0, 0.0, 0.0], [0.0, 0.0, 0.1], [0.0, 0.1, 0.1], [-0.1, -0.1, 0.1], [0.0, 0.0, 0.0], [-0.3, 0.1, -0.2], [0.0, 0.0, 0.2], [-0.1, 0.0, -0.1], [0.0, 0.0, 0.0], [0.0, 0.0, 0.0], [0.0, 0.0, 0.0], [0.0, -0.1, 0.1], [0.0, 0.0, 0.0], [0.2, 0.1, 0.0], [0.1, 0.0, -0.1], [0.0, 0.0, 0.0], [0.1, -0.2, -0.1], [0.1, 0.2, 0.0], [0.0, -0.1, 0.0], [0.0, 0.0, 0.0], [0.0, 0.0, 0.0], [0.0, 0.0, 0.0], [0.0, 0.1, 0.0], [0.0, 0.0, 0.0], [-0.1, 0.1, 0.1], [-0.1, -0.1, 0.0], [0.0, 0.0, 0.0], [0.2, -0.1, 0.1], [-0.2, -0.1, -0.1], [0.1, 0.0, 0.0], [0.0, -0.1, 0.0], [0.1, 0.1, 0.0], [0.0, 0.0, 0.0], [-0.1, 0.0, 0.0], [0.0, 0.0, 0.0], [-0.1, 0.1, 0.0], [0.0, 0.1, 0.1], [0.0, 0.1, 0.0]]}